This record from the OMol25 dataset describes an isolated molecule of C5H10N2O. The level of theory is wB97M-V/def2-TZVPD.

HOMO (hartree): -0.2533
Structure (SMILES): C=C/C(N)=C(\N)OC
Frontier orbital gap (eV): 7.696
Energy (eV): -10372.1098

Structure (ORCA input):
```
! RIJCOSX wB97M-V def2-TZVPD def2/J DEFGRID3
* xyz 0 1
O -0.920 1.211 -1.181
N -1.989 -0.769 -0.665
N 1.659 -0.305 -0.334
C 0.456 -1.352 2.295
C 0.105 2.152 -1.304
C 0.063 -1.501 1.023
C -0.730 -0.159 -0.833
C 0.322 -0.519 -0.030
H -2.393 -0.700 0.269
H 0.993 -0.477 2.603
H 2.289 -0.636 0.394
H 0.609 2.338 -0.340
H -2.649 -0.368 -1.324
H 0.303 -2.139 3.017
H 0.842 1.882 -2.075
H 1.912 0.625 -0.655
H -0.378 3.095 -1.591
H -0.493 -2.378 0.731
*
```

---

This record from the OMol25 dataset describes a structure of composition C21H22N2O2STl. The level of theory is wB97M-V/def2-TZVPD.

HOMO (hartree): -0.6241
Frontier orbital gap (eV): 1.547
Energy (eV): -44704.3384

Structure (ORCA input):
```
! RIJCOSX wB97M-V def2-TZVPD def2/J DEFGRID3
* xyz 3 1
Tl -0.809 -0.338 2.130
S -5.484 -3.381 1.025
O -3.669 3.423 -0.191
O 0.762 3.980 -0.554
N -1.535 4.089 -0.823
N 0.756 -2.198 1.194
C -4.191 -2.147 0.840
C 4.476 0.312 1.518
C -2.502 0.547 -0.660
C -0.289 3.448 -0.713
C 1.784 1.148 -1.122
C 0.265 0.870 -0.934
C 0.625 -2.550 -0.025
C -3.817 -2.090 -0.655
C -0.307 -0.420 -0.990
C 2.163 1.936 1.248
C 2.913 1.948 2.401
C -1.930 1.794 -0.639
C 3.738 0.277 0.328
C -2.572 3.164 -0.509
C -0.578 1.958 -0.758
C 4.212 -0.576 -0.764
C 2.519 1.137 0.164
C 0.552 -1.625 -1.220
C -2.316 -1.972 -0.922
C 4.106 1.129 2.548
C -1.710 -0.577 -0.845
H 2.637 2.598 3.220
H 5.144 -1.060 -0.502
H -4.127 -3.035 -1.096
H 4.677 1.196 3.462
H 4.368 0.026 -1.668
H -4.632 -1.201 1.163
H 1.857 2.157 -1.539
H -4.409 -1.332 -1.154
H 5.367 -0.286 1.624
H -1.642 4.610 -1.691
H 2.245 0.435 -1.789
H 0.761 -1.157 1.213
H -3.340 -2.366 1.490
H -1.816 -2.557 -0.146
H -5.687 -3.394 2.359
H -3.574 0.477 -0.556
H 1.548 -1.366 -1.548
H 3.481 -1.358 -0.988
H 1.308 2.588 1.211
H 0.136 -2.200 -2.046
H -2.060 -2.448 -1.866
H 0.599 -3.616 -0.226
*
```

---

This record from the OMol25 dataset describes a cluster of 11 separate species, C34H92BO10 in total. The level of theory is wB97M-V/def2-TZVPD.

HOMO (hartree): -0.1746
Frontier orbital gap (eV): 6.521
Energy (eV): -57897.7932

Structure (ORCA input):
```
! RIJCOSX wB97M-V def2-TZVPD def2/J DEFGRID3
* xyz -1 1
O -0.306 1.477 2.174
O -6.975 -5.852 0.020
O 6.970 3.727 3.129
O -10.736 2.459 -0.259
O -5.305 -8.984 2.642
O 5.193 6.336 4.187
O -1.846 -2.808 2.505
O -4.345 -4.411 -3.267
O 12.440 -0.173 1.824
O -2.068 -0.744 -3.720
C 8.430 -3.183 -0.684
C 6.977 -1.748 -2.251
C 5.522 0.383 -2.039
C 2.402 4.422 -0.707
C -1.018 -3.470 1.554
C -2.506 4.215 0.509
C 8.872 -0.870 2.452
C -1.253 3.715 -0.212
C -9.309 -3.222 0.478
C 7.808 2.757 2.506
C -6.995 0.364 -1.593
C 0.028 4.371 0.280
C -6.406 -5.998 -1.287
C -8.114 -0.143 -0.665
C -2.122 0.187 -4.796
C 9.178 -1.415 1.052
C -8.875 -1.355 -1.228
C -3.659 -3.365 -2.575
C -5.209 -8.207 1.447
C 1.313 3.582 -0.036
C 4.151 2.747 -1.609
C -5.793 2.185 -0.248
C -11.428 1.484 0.513
C -3.800 3.796 -0.200
C -4.474 2.581 0.430
C -8.397 -2.705 -0.653
C 12.345 1.176 1.383
C 8.270 -2.586 0.713
C 8.378 -2.223 -1.866
C 3.803 3.820 -0.553
C -5.732 0.776 -0.855
C 6.393 -0.660 -1.336
C -0.571 0.138 1.767
C 3.963 6.860 3.706
B 4.757 1.364 -0.961
H 6.180 0.963 -2.704
H 4.849 3.183 -2.334
H -9.959 -2.423 0.836
H 3.961 6.958 2.618
H -1.163 2.637 -0.045
H -4.867 0.723 -1.514
H 7.197 -0.122 -0.824
H 4.818 -0.157 -2.688
H 9.112 -1.623 3.202
H -6.773 -0.398 -2.339
H -8.766 -1.379 -2.313
H -1.071 1.800 2.654
H 2.383 5.412 -0.240
H 7.004 -1.371 -3.274
H -5.548 0.081 -0.031
H 3.854 0.715 -0.403
H -2.501 3.795 1.518
H -6.092 -8.331 0.818
H -4.522 4.615 -0.219
H -1.350 3.883 -1.289
H -7.879 -5.551 -0.089
H -4.624 2.773 1.494
H -11.255 0.523 0.035
H -6.961 -6.746 -1.862
H 3.848 3.345 0.434
H -3.109 0.096 -5.245
H -4.334 -8.563 0.909
H -1.201 -0.675 -3.311
H 5.306 5.457 3.810
H -7.383 1.239 -2.121
H 8.793 2.727 2.986
H -0.799 -2.750 0.769
H 12.180 1.238 0.304
H 8.451 -3.378 1.448
H -2.458 5.302 0.598
H 1.702 3.181 0.900
H -6.403 -5.054 -1.827
H -1.368 -0.031 -5.556
H 7.368 4.592 3.018
H -10.870 3.317 0.146
H -3.800 1.722 0.358
H 9.003 -1.345 -1.683
H 0.115 5.364 -0.171
H 3.844 7.848 4.146
H -6.025 2.889 -1.051
H -9.964 -4.020 0.131
H -2.050 -3.427 3.208
H -1.523 -4.331 1.108
H -12.503 1.679 0.534
H -5.086 -7.146 1.668
H 5.778 -1.124 -0.560
H -6.072 -8.677 3.126
H 7.920 2.950 1.437
H 5.597 1.679 -0.091
H -8.736 -3.577 1.333
H -5.378 -6.332 -1.180
H 10.233 -1.697 1.024
H -6.629 2.218 0.453
H 3.114 6.238 4.004
H 0.311 -0.201 1.229
H -4.148 -2.400 -2.716
H 2.170 4.545 -1.767
H 9.390 -3.711 -0.712
H -7.673 -0.422 0.295
H -2.626 -3.286 -2.913
H -8.824 0.661 -0.482
H 7.653 -3.939 -0.819
H 13.237 1.753 1.644
H 11.487 1.613 1.888
H 7.817 -0.603 2.531
H 9.461 0.027 2.639
H 9.049 -0.597 0.341
H -0.046 4.511 1.362
H 7.324 1.794 2.624
H -8.327 -3.455 -1.441
H -4.330 -4.177 -4.196
H -1.437 0.090 1.097
H -1.989 1.213 -4.451
H 6.319 -2.622 -2.206
H -3.566 3.553 -1.235
H -0.750 -0.522 2.616
H -7.401 -2.593 -0.225
H 7.237 -2.259 0.861
H 13.185 -0.584 1.384
H -3.670 -3.617 -1.515
H -0.074 -3.797 1.997
H 3.226 2.542 -2.165
H -11.045 1.440 1.536
H 8.821 -2.741 -2.721
H 1.061 2.720 -0.656
H -9.942 -1.260 -1.023
H 4.559 4.611 -0.532
*
```

---

This record from the OMol25 dataset describes an isolated molecule of C4H9NO2. The level of theory is wB97M-V/def2-TZVPD.

HOMO (hartree): -0.3348
Structure (SMILES): CN(C=O)CCO
Frontier orbital gap (eV): 9.702
Energy (eV): -9877.8907

Structure (ORCA input):
```
! RIJCOSX wB97M-V def2-TZVPD def2/J DEFGRID3
* xyz 0 1
O -2.757 -0.790 0.357
O 2.973 0.147 0.521
N -0.698 -0.014 -0.098
C 1.799 0.444 -0.263
C -0.749 -0.051 -1.541
C -1.816 -0.077 0.660
C 0.604 0.220 0.649
H -1.682 -0.518 -1.851
H 0.337 1.079 1.271
H 1.761 -0.336 -1.011
H -1.842 0.587 1.536
H 0.005 -0.684 -2.015
H 3.626 0.847 0.473
H 1.926 1.478 -0.577
H -0.611 0.927 -1.993
H 0.754 -0.668 1.257
*
```

---

This record from the OMol25 dataset describes an isolated molecule of C4H5NO2. The level of theory is wB97M-V/def2-TZVPD.

HOMO (hartree): -0.3506
Structure (SMILES): O=C1C=C[C@@H](O)N1
Frontier orbital gap (eV): 9.816
Energy (eV): -9812.4340

Structure (ORCA input):
```
! RIJCOSX wB97M-V def2-TZVPD def2/J DEFGRID3
* xyz 0 1
O 2.736 0.273 -0.035
O -1.987 0.847 0.290
N 0.630 1.137 -0.086
C -0.951 0.388 -0.448
C -0.488 -0.947 -0.071
C 0.818 -1.132 0.189
C 1.553 0.140 0.015
H -0.948 0.713 -1.469
H 0.943 2.000 -0.304
H -1.343 -1.703 0.123
H -2.138 0.246 1.068
H 1.175 -1.962 0.729
*
```

---

This record from the OMol25 dataset describes a structure of composition C46H128Cl10N12O20P8. The level of theory is wB97M-V/def2-TZVPD.

HOMO (hartree): -0.3105
Frontier orbital gap (eV): 8.718
Energy (eV): -308158.6994

Structure (ORCA input):
```
! RIJCOSX wB97M-V def2-TZVPD def2/J DEFGRID3
* xyz 0 1
Cl 22.799 17.732 17.468
Cl 22.612 19.838 24.358
Cl 21.208 22.168 22.632
Cl 24.768 15.549 23.305
Cl 25.230 19.910 16.914
Cl 18.789 13.380 18.294
Cl 17.242 23.581 21.981
Cl 22.051 13.062 17.668
Cl 24.220 14.549 20.149
Cl 18.266 21.308 18.464
P 19.250 17.810 22.248
P 12.578 13.529 25.300
P 17.358 17.411 28.553
P 14.693 20.605 26.394
P 20.332 16.442 13.240
P 14.286 17.498 16.931
P 22.170 18.039 28.175
P 22.407 10.324 23.891
O 11.959 14.089 26.549
O 20.543 16.903 11.750
O 17.582 18.902 29.020
O 13.455 19.937 25.964
O 22.474 16.989 27.038
O 21.351 19.124 27.702
O 16.155 17.518 27.573
O 14.702 16.914 15.688
O 15.168 20.206 27.818
O 19.182 15.366 13.195
O 22.101 8.918 23.549
O 21.500 17.216 29.328
O 15.988 20.316 25.563
O 18.612 17.073 27.657
O 19.680 17.599 14.006
O 21.575 15.912 13.905
O 18.615 19.126 22.341
O 14.535 22.199 26.387
O 17.119 16.535 29.707
O 23.507 18.426 28.928
N 20.086 17.576 23.629
N 13.586 16.464 18.037
N 22.143 10.677 25.480
N 15.642 17.825 17.895
N 21.425 11.292 22.993
N 14.168 13.142 25.506
N 12.530 14.489 23.893
N 18.066 16.572 21.982
N 23.980 10.803 23.615
N 20.286 17.361 20.960
N 11.640 12.177 24.875
N 13.107 18.646 16.599
C 24.509 11.590 22.506
C 20.960 17.818 30.533
C 19.365 17.909 24.883
C 14.509 12.640 26.840
C 20.912 10.881 21.687
C 21.287 12.685 23.395
C 15.954 20.233 24.168
C 20.986 16.330 23.819
C 21.484 20.940 25.077
C 21.780 17.650 11.647
C 25.719 15.120 20.887
C 21.713 17.851 21.063
C 16.623 16.821 22.331
C 23.482 15.926 27.235
C 25.433 16.300 21.795
C 14.259 20.286 28.926
C 16.907 18.093 17.207
C 15.693 22.900 26.864
C 14.415 15.361 18.619
C 18.322 15.165 21.989
C 23.035 11.506 26.330
C 19.808 17.399 19.611
C 20.422 21.415 24.005
C 21.162 14.491 17.243
C 18.315 21.703 20.213
C 12.158 11.052 24.039
C 15.452 18.596 19.167
C 12.208 15.965 17.940
C 10.601 11.719 25.760
C 24.357 19.432 28.265
C 15.363 16.424 27.044
C 24.979 9.930 24.258
C 17.523 22.996 20.317
C 18.568 18.284 13.523
C 21.522 9.522 26.325
C 19.706 14.176 16.965
C 13.257 15.744 24.019
C 12.400 19.287 17.672
C 23.856 17.684 16.032
C 18.158 19.990 28.292
C 15.302 12.887 24.540
C 19.391 14.091 12.577
C 11.340 14.585 23.028
C 12.775 18.945 15.223
C 19.224 15.717 27.629
C 24.250 19.051 15.552
H 26.005 10.354 24.249
H 16.508 22.741 20.004
H 22.374 8.845 26.507
H 15.308 23.774 27.375
H 16.325 23.234 26.006
H 25.289 11.045 22.063
H 19.644 15.482 28.587
H 24.045 16.013 28.171
H 15.368 11.847 24.405
H 20.742 17.020 31.240
H 18.524 14.929 27.325
H 21.614 10.663 20.883
H 23.819 11.717 21.724
H 21.063 9.949 27.227
H 15.363 19.686 19.038
H 12.228 14.981 17.460
H 22.918 14.997 27.205
H 16.327 22.398 27.538
H 15.140 15.040 17.867
H 23.339 17.244 15.189
H 20.322 15.588 24.270
H 20.375 16.766 18.927
H 21.792 18.415 12.460
H 24.742 9.654 25.284
H 12.566 16.541 24.279
H 18.700 18.788 24.768
H 18.920 19.656 27.577
H 15.020 11.675 26.713
H 12.853 19.994 15.123
H 15.173 13.357 23.569
H 24.365 20.305 28.962
H 10.555 15.289 23.332
H 26.375 16.764 22.068
H 17.671 17.682 13.341
H 25.080 9.002 23.667
H 14.345 16.788 27.094
H 24.080 16.107 26.341
H 16.336 17.868 22.324
H 20.058 18.123 25.680
H 19.987 15.738 26.861
H 16.909 19.017 16.576
H 13.492 18.440 14.592
H 18.686 17.103 25.240
H 15.969 21.248 23.711
H 21.385 15.963 22.844
H 21.822 18.119 10.674
H 20.435 11.805 21.391
H 18.523 13.509 12.859
H 24.692 17.032 21.405
H 23.466 19.774 15.438
H 14.679 19.608 29.687
H 20.294 13.617 12.913
H 22.439 11.745 27.215
H 14.906 15.610 19.594
H 20.276 9.995 21.727
H 17.179 17.286 16.522
H 13.609 12.645 27.469
H 10.936 10.830 26.348
H 18.288 14.829 23.050
H 25.374 19.017 28.172
H 19.807 22.176 24.465
H 14.045 15.627 24.761
H 21.719 18.520 30.864
H 24.713 17.096 16.331
H 19.821 20.604 23.598
H 22.614 17.020 11.884
H 21.001 20.472 25.949
H 11.403 19.479 17.393
H 10.319 12.446 26.481
H 16.313 18.404 19.831
H 15.762 16.236 26.035
H 20.814 9.002 25.709
H 21.337 12.773 24.493
H 24.890 19.030 14.621
H 20.284 13.026 22.940
H 16.810 19.747 23.798
H 17.430 20.540 27.759
H 11.812 15.831 18.932
H 12.513 10.265 24.715
H 18.751 17.109 19.402
H 11.264 10.612 23.519
H 22.125 17.712 22.066
H 18.294 19.052 14.223
H 19.297 21.752 20.639
H 23.885 10.961 26.641
H 11.736 18.682 15.016
H 11.588 16.702 17.423
H 14.579 18.240 19.708
H 21.672 15.026 16.432
H 13.822 15.965 23.108
H 15.067 19.696 23.856
H 21.748 16.670 24.515
H 25.049 12.538 22.904
H 20.104 18.304 30.186
H 18.099 23.770 19.793
H 15.223 13.297 27.335
H 26.231 14.410 21.486
H 16.007 16.215 21.663
H 23.946 19.792 27.316
H 14.199 21.292 29.355
H 17.825 20.922 20.753
H 13.671 14.539 18.702
H 12.800 20.287 17.937
H 21.789 18.905 20.811
H 22.352 17.259 20.379
H 22.043 13.265 22.918
H 16.130 13.368 25.060
H 19.528 14.260 11.501
H 12.423 18.655 18.548
H 19.140 15.015 16.581
H 17.563 14.625 21.450
H 15.577 15.505 27.662
H 19.677 13.451 16.109
H 18.747 18.812 12.602
H 21.198 15.178 18.095
H 21.960 21.878 25.450
H 20.054 18.410 19.188
H 23.343 12.452 25.870
H 26.375 15.436 20.074
H 17.706 18.263 17.922
H 18.657 20.607 28.997
H 13.291 19.883 28.713
H 10.876 13.616 22.960
H 11.732 14.789 22.034
H 9.714 11.402 25.138
H 16.373 16.454 23.339
H 19.273 14.980 21.492
H 12.884 11.357 23.231
*
```

---

This record from the OMol25 dataset describes a structure of composition C5H12N2. The level of theory is wB97M-V/def2-TZVPD.

HOMO (alpha / beta) (hartree): -0.2995 / -0.2883
Frontier orbital gap (alpha / beta) (eV): 7.699 / 7.692
Energy (eV): -8355.8310

Structure (ORCA input):
```
! RIJCOSX wB97M-V def2-TZVPD def2/J DEFGRID3
* xyz 0 1
N -0.339 0.656 -2.052
N 1.784 -0.193 -1.370
C -0.238 -0.141 0.613
C -1.581 -0.531 0.454
C 0.629 -1.169 1.335
C 0.474 -0.209 -1.293
C -0.013 1.251 1.199
H -0.247 1.265 2.265
H -1.337 0.519 -2.006
H 1.034 1.530 1.082
H 0.065 -1.276 -1.357
H 1.680 -0.940 1.154
H -1.948 -1.183 -0.321
H 0.433 -2.177 0.973
H 2.122 0.584 -1.939
H 0.057 1.198 -2.805
H 0.447 -1.138 2.410
H -2.399 -0.042 0.967
H -0.624 1.996 0.693
*
```